No. 1
56
Properties=species:S:1:pos:R:3:forces:R:3 method="wB97M-V/def2-TZVPD" homo_lumo_gap_ev="2.47 / 2.44" charge=+4 e_homo_ev="-18.47 / -18.45" e_above_lowest_kcal_mol=99.80
N -1.823 -0.962 -1.173 -0.30 -0.53 -1.15
C -1.754 -1.495 -2.207 -0.01 0.65 0.41
C -1.746 -2.059 -3.522 0.10 -0.34 -0.14
H -1.469 -1.280 -4.250 0.06 -0.12 0.19
H -2.749 -2.446 -3.765 0.20 0.05 0.10
H -1.021 -2.884 -3.568 -0.06 0.13 -0.04
N -2.055 -0.832 2.105 -0.49 -0.41 1.08
C -2.224 -1.441 3.083 -0.34 0.43 -0.73
C -2.580 -2.169 4.256 0.20 -0.22 0.31
H -3.556 -2.652 4.095 0.16 0.06 0.01
H -2.644 -1.473 5.104 0.03 -0.08 -0.03
H -1.824 -2.933 4.472 -0.02 0.01 0.02
N -0.670 1.755 0.618 0.40 1.35 -0.12
C -0.076 2.759 0.649 -0.66 -0.58 0.13
C 0.530 4.052 0.733 0.27 0.23 -0.08
H 1.327 4.040 1.489 -0.05 0.00 -0.08
H -0.232 4.803 1.011 0.20 -0.27 -0.03
H 0.957 4.319 -0.245 0.02 -0.07 0.13
Hf -2.284 0.394 0.377 8.97 -3.91 0.39
C 1.021 -0.312 2.167 1.81 1.10 2.66
O 1.680 -0.020 3.062 -1.72 -0.91 -2.56
C -0.141 -2.672 0.783 -0.42 -2.62 0.66
O -0.233 -3.749 1.155 0.35 2.36 -0.74
C -4.387 0.083 -0.606 -1.58 -0.34 -0.58
C -3.797 1.192 -1.228 -1.09 0.97 -0.97
C -3.372 2.286 -0.457 -1.14 1.16 -0.68
C -3.543 2.268 0.936 -1.09 1.12 0.44
C -4.087 1.134 1.564 -1.71 0.92 0.70
C -4.508 0.037 0.788 -2.06 -0.07 0.29
H -4.755 -0.747 -1.216 0.14 0.20 0.22
H -3.704 1.232 -2.318 0.04 -0.07 0.29
H -2.958 3.168 -0.950 -0.01 -0.22 0.12
H -3.262 3.140 1.528 0.00 -0.20 -0.05
H -4.211 1.126 2.648 0.03 -0.04 -0.19
H -4.952 -0.839 1.268 0.12 0.24 -0.11
C 2.305 -2.547 -1.075 0.27 -0.53 -0.43
N 2.576 -1.327 -0.329 -0.42 0.86 -0.26
C 3.823 -1.278 0.427 0.17 -0.05 0.16
C 4.935 -0.767 -0.457 0.43 -0.25 -0.23
C 4.593 0.625 -0.933 0.54 0.41 0.42
N 3.155 0.861 -0.998 -1.57 -0.69 -0.41
C 2.795 2.080 -1.699 0.19 0.38 -0.08
C 2.225 -0.157 -1.013 1.16 -0.18 0.42
O 1.121 -0.054 -1.568 -0.76 0.15 0.19
H 1.288 -2.506 -1.477 0.23 -0.06 0.10
H 2.421 -3.434 -0.434 -0.08 0.36 -0.13
H 3.006 -2.660 -1.930 -0.35 -0.02 0.40
H 3.705 -0.602 1.283 -0.06 -0.08 -0.08
H 4.023 -2.273 0.828 0.03 0.07 -0.09
H 5.080 -1.434 -1.310 -0.03 -0.08 0.08
H 5.877 -0.727 0.086 0.05 -0.11 -0.03
H 5.026 0.836 -1.923 -0.07 -0.05 0.29
H 4.995 1.356 -0.221 0.03 -0.02 -0.25
H 3.172 2.946 -1.137 -0.04 -0.12 -0.10
H 3.274 2.110 -2.692 -0.30 0.01 0.26
H 1.709 2.131 -1.813 0.24 0.02 -0.07

***

No. 2
18
Properties=species:S:1:pos:R:3:forces:R:3 method="wB97M-V/def2-TZVPD" homo_lumo_gap_ev="7.13 / 7.47" s2=2.01 spin_multiplicity=3 charge=+1 e_homo_ev="-10.40 / -15.16" e_above_lowest_kcal_mol=75.90
C 2.502 -0.280 -0.358 2.93 -7.80 -7.68
C 2.112 0.605 0.515 -3.53 7.69 7.17
C 0.284 -1.345 0.669 -0.91 -0.90 -0.15
C -1.309 -0.161 -0.452 -2.09 0.65 -0.41
C 1.082 -0.305 -0.010 0.59 2.56 -1.87
C -1.963 0.851 0.543 -0.10 0.29 -4.10
N -0.048 0.408 -1.014 3.17 -1.99 -1.82
O -0.960 -1.451 -0.057 1.01 0.72 0.24
H 3.219 -0.781 -1.036 -0.57 0.74 0.76
H 2.303 1.315 1.341 0.00 -0.98 -0.61
H 0.820 -2.297 0.593 -0.51 0.14 0.59
H 0.040 -0.951 1.629 0.11 -0.51 1.15
H -1.996 -0.361 -1.300 0.25 0.55 0.41
H -1.393 1.050 1.362 1.62 0.37 2.48
H -2.920 0.473 0.791 -0.93 -0.24 0.40
H -2.080 1.844 -0.027 -0.03 -1.48 0.78
H 0.107 -0.005 -1.989 -0.19 0.18 1.64
H 0.201 1.390 -1.201 -0.85 0.02 1.03

***

No. 3
10
Properties=species:S:1:pos:R:3:forces:R:3 method="wB97M-V/def2-TZVPD" smiles="O=C/C(S)=C/O" homo_lumo_gap_ev=9.38 charge=0 e_homo_ev=-9.23 e_above_lowest_kcal_mol=51.17
C 0.363 0.614 0.216 1.35 1.98 0.88
C -0.668 -1.305 -0.820 0.19 -0.20 0.62
C -0.149 -0.551 0.320 -3.18 -4.26 4.38
O -1.261 -2.354 -0.796 0.19 0.37 -0.06
O 0.758 1.449 1.185 -1.45 -1.63 1.16
S -0.766 -1.126 2.242 1.02 0.92 -2.81
H 0.558 0.944 -0.740 0.41 0.87 -2.26
H -0.415 -0.767 -1.734 -0.07 -0.02 -0.86
H 1.357 2.028 0.791 1.51 1.85 -0.71
H -0.396 -2.417 2.203 0.04 0.12 -0.34

***

No. 4
16
Properties=species:S:1:pos:R:3:forces:R:3 method="wB97M-V/def2-TZVPD" homo_lumo_gap_ev=9.44 charge=0 e_homo_ev=-8.30 e_above_lowest_kcal_mol=59.01
C -0.542 -1.848 0.448 -0.02 -0.04 0.01
C 0.250 -0.563 0.599 0.05 -0.23 0.24
C 0.034 0.143 1.921 -0.03 0.05 0.01
C 0.743 1.113 -0.946 -0.50 -0.20 -0.27
O -0.172 0.290 -0.502 0.41 0.30 -0.16
C 0.214 1.703 -2.222 0.09 0.09 0.05
H -0.482 -2.211 -0.583 0.03 0.02 0.16
H -1.597 -1.682 0.692 0.14 -0.03 -0.03
H -0.146 -2.621 1.114 -0.07 0.12 -0.06
H 1.318 -0.737 0.442 -0.12 -0.01 0.03
H -1.031 0.336 2.091 0.13 -0.02 -0.03
H 0.576 1.093 1.933 -0.07 -0.13 -0.01
H 0.409 -0.481 2.740 -0.08 0.09 -0.13
H 0.525 2.744 -2.337 -0.04 -0.11 0.05
H 0.762 1.142 -2.995 -0.05 0.08 0.03
H -0.862 1.577 -2.396 0.12 0.02 0.10

***

No. 5
47
Properties=species:S:1:pos:R:3:forces:R:3 method="wB97M-V/def2-TZVPD" homo_lumo_gap_ev="8.14 / 8.41" s2=0.77 spin_multiplicity=2 charge=-1 e_homo_ev="-6.90 / -6.92"
O 2.476 -1.456 -4.272 -0.21 0.40 -0.66
V 1.796 -0.665 -3.129 2.98 -0.51 5.02
N 2.484 -2.431 -0.367 0.62 0.39 0.23
O 3.465 -1.897 0.111 -0.07 -0.08 -0.12
O 1.939 -3.418 0.149 -0.17 0.00 0.03
O 1.961 -1.980 -1.439 -1.04 0.08 -1.62
N 0.427 1.003 -0.708 -0.66 -1.11 1.22
O 0.471 0.453 -1.850 -0.18 0.35 -1.13
O -0.454 1.846 -0.472 0.55 0.27 -0.59
O 1.138 0.577 0.196 0.32 0.39 -0.56
F 3.309 0.324 -2.254 -2.35 -0.88 -1.88
C -3.199 0.079 -1.541 -1.17 -0.11 0.00
O -3.139 1.201 -0.685 0.67 -0.34 -0.24
H -4.036 -0.551 -1.221 0.03 0.06 0.11
H -3.466 0.401 -2.557 0.37 -0.13 -0.12
H -2.323 -0.575 -1.530 0.24 0.35 -0.01
H -2.219 1.517 -0.765 -0.29 0.18 0.31
C 0.361 4.623 0.890 0.05 -0.31 0.15
O 1.383 3.667 1.058 0.60 0.22 0.15
H -0.574 4.203 1.267 -0.26 0.29 -0.28
H 0.608 5.506 1.482 0.11 -0.12 0.14
H 0.284 4.966 -0.147 -0.26 -0.21 -0.06
H 1.105 2.804 0.728 -0.24 0.19 0.01
C -1.287 -2.054 0.882 0.38 -0.44 0.26
O -0.893 -3.014 -0.088 -0.24 -0.02 -0.31
H -1.588 -2.563 1.805 -0.03 0.15 0.04
H -0.458 -1.381 1.120 -0.14 0.15 -0.02
H -2.139 -1.487 0.513 0.06 0.02 -0.08
H 0.023 -3.290 0.088 0.01 0.18 -0.12
C 2.341 -1.127 3.138 -0.20 -0.18 -0.75
O 1.978 0.237 2.948 0.11 -0.01 0.37
H 1.714 -1.768 2.509 -0.01 -0.09 0.16
H 3.370 -1.320 2.824 0.05 0.08 0.22
H 2.184 -1.405 4.179 0.07 0.18 0.03
H 1.899 0.404 2.000 0.00 0.00 0.08
C -1.149 -1.322 -4.230 -0.63 0.06 -0.09
O -0.087 -1.831 -3.423 -0.18 0.58 -0.65
H -2.025 -1.130 -3.610 0.03 -0.01 -0.05
H -0.888 -0.378 -4.706 0.39 -0.02 0.19
H -1.424 -2.017 -5.027 0.15 -0.11 0.06
H -0.426 -2.625 -2.993 0.57 0.11 0.61
C -1.066 1.513 2.976 0.17 -0.51 0.69
O -0.625 0.675 4.050 -0.23 0.08 0.15
H -1.445 0.900 2.154 0.29 0.19 -0.25
H -1.909 2.110 3.331 0.14 0.11 0.06
H -0.223 2.149 2.705 -0.30 0.15 -0.50
H 0.325 0.530 3.913 -0.09 -0.04 -0.22

***

No. 6
10
Properties=species:S:1:pos:R:3:forces:R:3 method="wB97M-V/def2-TZVPD" smiles="O=NN[C@@]1(I)CO1" homo_lumo_gap_ev=9.77 charge=0 e_homo_ev=-10.05 e_above_lowest_kcal_mol=100.15
C 0.026 -1.035 1.072 5.47 0.50 -1.99
C -0.534 -0.011 0.250 -0.28 2.04 0.77
N 0.960 0.192 -1.679 -0.58 1.24 0.40
N 0.101 0.734 -0.766 0.10 -0.89 -0.19
O 1.464 1.072 -2.332 0.21 -0.71 -0.09
O 0.108 0.271 1.562 -1.87 0.81 -0.80
I -2.739 0.047 0.173 1.13 0.14 0.11
H -0.590 -1.628 1.583 -2.35 -2.63 1.76
H 1.082 -1.398 0.837 -1.71 -0.09 0.08
H 0.123 1.757 -0.700 -0.11 -0.40 -0.05

***

No. 7
12
Properties=species:S:1:pos:R:3:forces:R:3 method="wB97M-V/def2-TZVPD" homo_lumo_gap_ev="7.49 / 7.49" charge=0 e_homo_ev="-8.01 / -8.01" e_above_lowest_kcal_mol=114.05
C -1.322 -1.050 -0.224 -0.65 -0.17 1.94
C -1.670 1.257 0.520 -0.30 1.75 0.20
C 1.182 -1.430 0.908 1.45 1.61 0.63
N -1.508 0.113 0.036 0.36 -0.65 0.02
N 2.114 0.113 -0.952 -0.19 -0.73 0.46
S 1.826 0.064 0.593 -0.32 -0.17 -1.73
Cl 1.093 -1.899 2.565 -0.18 -0.01 -0.28
H -1.161 -1.328 -1.201 0.62 -0.60 -2.32
H -0.782 1.834 0.905 -1.23 -0.58 -0.52
H -2.711 1.626 0.407 0.99 0.25 0.58
H 1.285 -2.175 0.156 -0.39 -0.61 -0.47
H 2.210 0.935 -1.564 -0.17 -0.08 1.50

***

no.,DFT total energy (Eh),F_max (eV/A)
1,-1324.230367,9.8
2,-364.068818,11.3
3,-665.304080,6.9
4,-271.658580,0.6
5,-2374.341570,5.9
6,-635.548455,5.8
7,-1084.997347,2.5